# 1
Density functional theory data (ωB97M-V/def2-TZVPD) for one molecule with the formula C4H4 at a distorted geometry.

Positions of all 8 atoms, in Å:
C (0.29, -0.14, 0.82)
C (-0.97, -0.19, 0.01)
C (0.31, -0.59, -0.57)
C (0.09, 0.80, -0.27)
H (0.75, -0.27, 1.71)
H (-2.04, -0.17, 0.06)
H (1.03, -1.27, -1.16)
H (0.54, 1.82, -0.59)

* relative energy (zero: lowest compared OMol25 entry of this formula, charge and spin): 67.2 kcal/mol
* frontier orbital gap: 0.3759 Ha

---

# 2
Density functional theory data (ωB97M-V/def2-TZVPD) for C4H4 as an isolated structure at a distorted geometry.

Positions of all 8 atoms, in Å:
C (0.64, 0.55, 0.03)
C (-2.53, -0.06, 0.05)
C (-1.29, 0.09, 0.01)
C (1.58, -0.36, 0.01)
H (0.91, 1.64, -0.21)
H (-3.40, -0.47, -0.35)
H (2.54, 0.01, 0.11)
H (1.55, -1.39, 0.35)

* relative energy (zero: lowest compared OMol25 entry of this formula, charge and spin): 69.7 kcal/mol
* frontier orbital gap: 0.3998 Ha

---

# 3
Density functional theory data (ωB97M-V/def2-TZVPD) for one molecule with the formula C4H4 at a distorted geometry.

Positions of all 8 atoms, in Å:
C (2.01, -0.36, -0.24)
C (0.93, 0.06, 0.04)
C (-0.33, 0.44, 0.51)
C (-1.45, -0.12, -0.10)
H (2.97, -0.42, -0.62)
H (-0.31, 1.13, 1.26)
H (-2.52, 0.08, 0.02)
H (-1.30, -0.82, -0.86)

* relative energy (zero: lowest compared OMol25 entry of this formula, charge and spin): 10.5 kcal/mol
* frontier orbital gap: 0.3613 Ha